# 1
# S2

One molecule with the formula S2 (the ωB97M-V functional and the def2-TZVPD basis, the OMol25 dataset).

Geometry as XYZ:
```
2
Properties=species:S:1:pos:R:3:forces:R:3
S 0.0000 0.0000 -0.9401 0.0 0.0 -0.1
S 0.0000 0.0000 0.9401 0.0 0.0 0.1
```
Positions in Å, forces in eV/Å.

Values from the calculation:
- energy (eV) = -21668.9971
- gap between HOMO and LUMO (eV) = 5.76
- charge = 0
- F_max (eV Å⁻¹) = 0.09



# 2
# C22H20NO3PPdTe

C22H20NO3PPdTe as an isolated structure (the ωB97M-V functional and the def2-TZVPD basis, the OMol25 dataset).

Geometry as XYZ:
```
49
Properties=species:S:1:pos:R:3:forces:R:3
Te -2.8277 -0.9126 0.6996 -0.2 0.1 -0.1
Pd -0.8652 0.6307 -0.2455 -0.1 -0.1 0.9
P 0.4521 2.4625 0.1461 0.3 0.4 0.2
O -0.3516 0.3243 1.8636 -0.1 0.0 -0.2
O -0.4377 0.4250 -2.7403 -0.2 0.0 -0.2
O 0.0167 1.2766 3.8546 0.0 0.0 0.1
N -1.3196 0.8042 -2.0600 0.1 0.0 -0.3
C 2.8402 2.3914 -1.2453 0.0 0.0 0.1
C -3.4736 0.6150 2.0543 0.0 0.0 0.0
C 4.3445 1.4368 0.8796 0.0 0.0 0.0
C 2.2379 2.1891 -0.0019 -0.1 0.0 -0.2
C -5.5189 0.2574 0.6624 0.0 0.0 0.0
C -0.4198 6.6344 -1.5582 0.0 0.0 0.0
C -7.1328 1.4935 2.5596 0.0 0.0 0.0
C 4.9425 1.6518 -0.3525 0.0 0.0 0.0
C -4.6278 -0.3998 -0.3617 0.2 0.0 0.0
C -6.8855 0.3927 0.4408 0.0 0.0 0.0
C 2.9939 1.7022 1.0596 0.0 0.0 0.0
C 4.1891 2.1294 -1.4172 0.0 0.0 0.0
C -7.6912 1.0106 1.3849 0.0 0.0 -0.1
C -4.9575 0.7445 1.8424 0.0 0.0 0.0
C -1.0242 4.3299 -1.2569 0.1 0.0 0.1
C 1.0645 5.1544 -0.3798 0.0 0.0 0.0
C -0.0724 1.3174 2.6430 0.0 0.0 -0.3
C -1.3167 5.5941 -1.7491 0.0 0.0 0.0
C 0.1379 2.6761 1.9297 -0.1 -0.1 0.0
C 0.1638 4.1074 -0.5643 0.0 -0.1 -0.1
C -5.7721 1.3592 2.7874 0.0 0.0 0.0
C 0.7698 6.4142 -0.8760 0.1 0.0 0.0
H -7.7609 1.9667 3.3029 0.0 0.0 0.0
H 0.9034 3.2618 2.4385 0.0 0.0 0.0
H 5.9958 1.4441 -0.4877 0.0 0.0 0.0
H -2.2412 5.7617 -2.2859 0.0 0.0 0.0
H -7.3169 0.0058 -0.4746 0.0 0.0 0.0
H -0.8017 3.2325 2.0002 0.0 0.0 0.0
H -3.1967 0.3225 3.0643 0.0 0.0 0.0
H -4.3680 0.2807 -1.1735 0.0 0.0 0.0
H -1.7101 3.5030 -1.4044 0.0 0.0 0.0
H -5.0799 -1.2925 -0.7882 0.0 0.0 0.0
H -8.7543 1.1066 1.2076 0.0 0.0 0.0
H -2.9518 1.5405 1.8140 0.0 -0.1 0.0
H 2.5361 1.5195 2.0234 0.0 0.0 0.0
H 4.9304 1.0585 1.7070 0.0 0.0 0.0
H 2.2457 2.7622 -2.0727 0.0 0.0 0.0
H -0.6461 7.6191 -1.9459 0.0 0.0 0.0
H 1.9943 4.9779 0.1475 0.0 0.0 0.0
H 1.4695 7.2269 -0.7304 0.0 0.0 0.0
H 4.6492 2.2945 -2.3826 0.0 0.0 0.0
H -5.3369 1.7283 3.7081 0.0 0.0 0.0
```
Positions in Å, forces in eV/Å.

Values from the calculation:
- energy (eV) = -50831.8552
- gap between HOMO and LUMO (eV) = 7.83
- charge = 0
- F_max (eV Å⁻¹) = 0.95



# 3
# C19H14Cl2N4O3S

One molecule with the formula C19H14Cl2N4O3S in a non-equilibrium geometry (the ωB97M-V functional and the def2-TZVPD basis, the OMol25 dataset).

Geometry as XYZ:
```
43
Properties=species:S:1:pos:R:3:forces:R:3
Cl 0.2111 -3.0461 5.7672 0.0 0.0 0.1
Cl -1.1457 -2.8266 2.9558 -0.1 0.0 -0.1
S -2.8573 1.3142 -3.3341 -0.2 0.4 0.4
O 4.6280 -1.2504 1.0989 -0.1 0.0 0.1
O -3.1032 2.2889 -4.3522 0.2 0.2 0.1
O -3.4748 0.0315 -3.4428 0.3 -0.1 0.2
N 2.9046 0.8677 -2.0385 0.5 0.2 -0.2
N -3.3746 2.0812 -1.9042 0.2 -0.1 -1.1
N -4.1734 1.9009 0.2481 -0.1 0.4 -0.5
N -2.5388 0.4023 -0.5895 -0.2 0.0 -0.1
C 1.0438 2.1550 -2.8705 0.1 -0.2 0.1
C -0.6074 -0.0680 -2.6274 0.1 -0.1 -0.1
C -2.5325 -0.2226 0.5748 -0.1 0.0 0.2
C 1.5594 0.9505 -2.3874 -0.7 0.1 -0.2
C 2.4545 -2.1650 4.5550 -0.1 0.0 0.0
C 3.4146 0.1740 -0.9874 0.0 -0.1 0.4
C -1.1123 1.1508 -3.0376 -0.5 0.0 -0.2
C 0.5126 -2.3939 3.1576 0.1 0.0 0.2
C -0.2987 2.2563 -3.1849 0.0 0.0 -0.1
C -3.3729 1.4320 -0.7084 0.1 -0.6 1.1
C 3.1757 -1.7215 3.4652 0.0 0.0 -0.1
C 2.7188 -0.3937 0.0194 0.0 0.1 -0.4
C 0.7293 -0.1711 -2.3029 0.1 0.1 -0.1
C 1.2372 -1.9438 2.0673 0.2 0.1 0.1
C -3.3334 0.1674 1.6370 0.0 0.0 -0.1
C -4.1464 1.2683 1.4071 0.2 -0.2 0.1
C 2.5747 -1.5907 2.2145 0.0 -0.2 0.4
C 3.4175 -1.0922 1.0829 0.3 0.0 -0.1
C 1.1152 -2.4986 4.4089 0.0 0.0 -0.2
H -3.3212 -0.3507 2.5802 0.0 -0.1 0.1
H -1.8563 -1.0642 0.6494 0.0 -0.1 0.1
H 1.1484 -1.1186 -2.0041 0.0 -0.1 0.0
H -0.7268 3.1784 -3.5435 0.0 0.2 0.0
H 1.6938 3.0111 -2.9769 0.0 0.1 0.0
H 1.6508 -0.2784 0.0872 -0.1 0.0 0.0
H -4.8054 1.6649 2.1687 0.0 0.0 0.1
H 0.7493 -1.9017 1.1067 -0.1 0.0 -0.1
H 3.5277 1.5042 -2.5145 -0.1 -0.2 0.1
H -4.0435 2.8295 -2.0008 0.0 0.1 -0.3
H 2.9193 -2.2586 5.5237 0.0 0.0 0.1
H -1.2772 -0.9089 -2.5667 0.0 -0.1 0.0
H 4.2200 -1.4671 3.5627 0.1 0.0 0.0
H 4.4953 0.1035 -0.9641 0.0 0.0 0.0
```
Positions in Å, forces in eV/Å.

Values from the calculation:
- energy (eV) = -67913.1085
- gap between HOMO and LUMO (eV) = 8.27
- charge = 0
- F_max (eV Å⁻¹) = 1.30
- SMILES = O=C(/C=C/Nc1ccc(S(=O)(=O)Nc2ncccn2)cc1)c1ccc(Cl)c(Cl)c1



# 4
# C7H8BrNO

A 2-piece molecular cluster, C7H8BrNO overall in a non-equilibrium geometry (the ωB97M-V functional and the def2-TZVPD basis, the OMol25 dataset).

Geometry as XYZ:
```
18
Properties=species:S:1:pos:R:3:forces:R:3
Br 3.2189 -1.0372 -0.8438 -0.2 -0.1 -0.1
O 1.9629 0.0252 1.5008 0.9 -1.7 -1.9
N 1.5637 -1.3682 -0.1078 0.7 0.9 1.7
C 0.4768 -0.7117 -0.6437 0.6 -0.6 1.3
C -1.8861 -0.5538 -0.5188 -2.5 -3.6 0.5
C 0.8608 0.3149 2.1774 -2.9 -2.5 -1.0
C -1.8184 0.6758 -1.0514 -1.4 2.4 -1.4
C -0.7350 -1.1822 -0.1406 1.3 1.2 -1.0
C 0.5495 0.4412 -1.3745 0.3 0.8 -1.2
C -0.6148 1.1719 -1.5072 1.3 1.4 0.1
H -0.5477 2.2165 -1.8426 -0.2 -0.6 -0.2
H 0.0367 0.7043 1.4776 0.6 -0.3 1.1
H 0.4547 -0.4948 2.9118 0.3 0.3 -1.5
H -0.6497 -1.9297 0.5675 -0.3 -1.9 0.9
H -2.7878 -1.2753 -0.5215 0.8 2.1 0.7
H 1.0763 0.9847 2.9219 0.7 2.7 1.6
H 1.5346 0.6717 -1.8082 -0.8 0.5 0.3
H -2.6956 1.3467 -1.1968 0.5 -1.0 0.1
```
Positions in Å, forces in eV/Å.

Values from the calculation:
- energy (eV) = -80962.9060
- gap between HOMO and LUMO (alpha / beta) (eV) = 6.89 / 6.89
- charge = 0
- F_max (eV Å⁻¹) = 4.45



# 5
# C5H4OS

One molecule with the formula C5H4OS in a non-equilibrium geometry (the ωB97M-V functional and the def2-TZVPD basis, the OMol25 dataset).

Geometry as XYZ:
```
11
Properties=species:S:1:pos:R:3:forces:R:3
S -1.6458 0.1667 -0.9043 -0.5 0.9 -0.3
O 1.6864 -0.8713 0.4938 -1.1 2.2 0.3
C 1.4429 2.6653 0.5927 0.3 1.1 2.4
C -0.6424 -2.1650 0.0577 0.8 1.9 0.8
C -0.5592 -0.6512 -0.0911 1.3 0.5 0.8
C 1.1492 1.4720 0.5782 -0.4 0.5 -0.6
C 0.8097 -0.0046 0.4024 1.2 -1.7 -0.5
H -1.6258 -2.3696 -0.2118 -1.6 -0.7 -0.6
H -0.5282 -2.4537 1.1081 0.7 -0.2 -0.4
H 1.7428 3.7784 1.0582 -1.0 -3.7 -2.0
H 0.0522 -2.5515 -0.6749 0.3 -0.6 0.3
```
Positions in Å, forces in eV/Å.

Values from the calculation:
- energy (eV) = -18128.4061
- gap between HOMO and LUMO (eV) = 7.86
- charge = 0
- F_max (eV Å⁻¹) = 4.37
- SMILES = C#CC(=O)C(C)=S



# 6
# C10H16O

A 2-piece molecular cluster, C10H16O overall in a non-equilibrium geometry (the ωB97M-V functional and the def2-TZVPD basis, the OMol25 dataset).

Geometry as XYZ:
```
27
Properties=species:S:1:pos:R:3:forces:R:3
O -2.9968 -0.7510 -0.1586 0.4 1.0 0.2
C 0.5922 -0.5099 1.6979 0.6 -0.3 -0.7
C 2.5986 -1.8421 2.4229 -0.5 0.3 0.4
C -0.4001 1.8411 -2.8692 0.4 -0.2 1.0
C 0.5147 -0.5378 0.2841 -0.5 0.0 -1.5
C -0.6111 2.5657 -4.1648 0.2 -0.4 -1.8
C 1.9206 -0.4531 2.3571 -0.4 0.3 1.0
C -0.5786 -0.8250 2.4744 1.0 -0.1 0.3
C -0.6894 -0.6815 -0.3401 -0.8 -0.4 1.4
C -1.8424 -0.6586 0.5046 -0.5 -1.4 -0.9
C -1.7945 -0.9026 1.9013 -0.1 0.2 -0.3
H 0.4443 2.1421 -2.2534 0.4 0.6 -0.3
H -1.2283 1.9852 -2.1683 -0.3 -0.4 -0.3
H -1.0676 3.5321 -4.1394 -0.4 0.6 0.6
H 1.3481 -0.5180 -0.4111 0.5 0.1 0.7
H 1.7025 -0.1477 3.3841 0.3 0.0 0.1
H 2.9494 -2.1959 1.4619 0.2 0.1 -0.1
H -0.1768 0.7811 -3.0208 -0.5 -0.1 -0.1
H -3.6301 -0.1379 0.2447 -0.6 -0.5 0.1
H 0.2696 2.7275 -4.7957 0.4 -0.2 0.6
H 3.4058 -1.7189 3.1408 0.2 -0.3 -0.2
H -0.9500 -0.9707 -1.3501 0.7 0.6 -0.3
H -2.6872 -1.3147 2.3533 0.0 0.4 0.3
H -0.3604 -1.1186 3.4957 -0.4 0.2 0.1
H 2.6127 0.2977 1.9777 -0.2 -0.1 -0.5
H -1.2328 1.9778 -4.8498 -0.2 0.0 0.3
H 1.8875 -2.5665 2.8209 0.1 -0.1 0.0
```
Positions in Å, forces in eV/Å.

Values from the calculation:
- energy (eV) = -12668.1303
- gap between HOMO and LUMO (alpha / beta) (eV) = 9.88 / 6.50
- charge = +1
- F_max (eV Å⁻¹) = 1.84
- spin multiplicity = 2